# 1
{
  "formula": "C13H35CdSSe2Si2",
  "method": "ωB97M-V with the def2-TZVPD basis set",
  "elements": ["Cd", "C", "Se", "C", "C", "Se", "C", "H", "H", "H", "H", "H", "H", "H", "H", "H", "H", "C", "S", "C", "H", "H", "H", "H", "H", "H", "C", "Si", "C", "C", "C", "Si", "C", "C", "C", "H", "H", "H", "H", "H", "H", "H", "H", "H", "H", "H", "H", "H", "H", "H", "H", "H", "H", "H"],
  "positions_angstrom": [[-0.2561, 0.2711, 0.7627], [2.1050, -1.7199, 2.7338], [0.5356, -0.7136, 3.2801], [-0.7749, -2.1556, 3.1163], [-2.1739, -1.6088, 3.3236], [-2.7781, -0.3707, 1.9236], [-3.8924, -1.6077, 0.9220], [1.9825, -2.0775, 1.7146], [2.2477, -2.5424, 3.4284], [2.9475, -1.0365, 2.7877], [-0.5391, -2.8952, 3.8808], [-0.6638, -2.6123, 2.1320], [-2.2631, -1.0831, 4.2731], [-2.8994, -2.4215, 3.3251], [-4.6986, -1.9263, 1.5767], [-3.3075, -2.4485, 0.5628], [-4.3011, -1.0580, 0.0786], [-1.7125, 3.4568, 0.3786], [-0.4790, 2.8125, 1.5270], [-1.3794, 2.9208, 3.0851], [-2.6309, 2.8738, 0.4238], [-1.2816, 3.4000, -0.6195], [-1.9191, 4.4976, 0.6189], [-1.5236, 3.9699, 3.3346], [-0.7605, 2.4563, 3.8507], [-2.3406, 2.4152, 3.0225], [0.8888, -2.2409, -3.3686], [-0.0849, -0.9869, -2.3770], [-1.6628, -1.8288, -1.7872], [-0.5975, 0.4451, -3.4709], [0.9132, -0.4195, -0.9038], [2.2925, 0.8188, -1.1753], [3.3819, 0.3459, -2.6222], [1.6290, 2.5506, -1.4750], [3.3510, 0.8913, 0.3792], [0.3059, -2.5972, -4.2209], [1.1421, -3.1104, -2.7571], [1.8201, -1.8234, -3.7527], [-2.1879, -2.3149, -2.6123], [-2.3453, -1.0960, -1.3473], [-1.4466, -2.5931, -1.0343], [-1.2474, 0.0865, -4.2723], [0.2606, 0.9307, -3.9393], [-1.1523, 1.2059, -2.9146], [1.3952, -1.3298, -0.5136], [2.8344, 0.3925, -3.5662], [3.7769, -0.6667, -2.5153], [4.2318, 1.0276, -2.7019], [0.8813, 2.5795, -2.2684], [2.4514, 3.2049, -1.7745], [1.1970, 2.9894, -0.5725], [3.8083, -0.0754, 0.6030], [2.7618, 1.1998, 1.2503], [4.1586, 1.6182, 0.2667]],
  "total_charge": 1,
  "e_above_lowest_ev": 0.0000
}

***

# 2
{
  "formula": "C13H35FNO4",
  "method": "ωB97M-V with the def2-TZVPD basis set",
  "elements": ["C", "C", "C", "C", "C", "N", "F", "H", "H", "H", "H", "H", "H", "H", "H", "H", "H", "H", "C", "C", "O", "H", "H", "H", "H", "H", "H", "C", "C", "O", "H", "H", "H", "H", "H", "H", "C", "C", "O", "H", "H", "H", "H", "H", "H", "C", "C", "O", "H", "H", "H", "H", "H", "H"],
  "positions_angstrom": [[1.6325, -0.8575, -0.9074], [0.9015, 0.4398, -1.4654], [-0.3755, -0.0734, -2.2527], [-1.3883, -0.6058, -1.1386], [-2.7166, 0.2709, -1.1647], [-3.7707, -0.4586, -1.8754], [-4.0776, -1.6324, -1.0635], [2.7363, -0.7820, -0.9568], [1.2794, -1.7531, -1.4700], [1.2867, -1.0271, 0.1329], [0.5906, 1.0974, -0.6190], [1.5771, 1.0470, -2.1134], [-0.8204, 0.7093, -2.8955], [-0.1089, -0.9454, -2.8890], [-0.9370, -0.4619, -0.1196], [-1.5699, -1.6856, -1.2945], [-3.0154, 0.4296, -0.0825], [-2.5524, 1.2818, -1.6060], [2.4163, 1.5901, -5.7933], [2.1295, 0.1817, -5.3067], [0.7461, 0.0181, -5.0286], [2.1072, 2.3217, -5.0445], [3.4809, 1.7252, -5.9999], [1.8526, 1.8064, -6.7050], [2.6767, -0.0226, -4.3856], [2.4307, -0.5572, -6.0586], [0.2617, 0.1878, -5.8416], [-5.9016, 1.6966, 0.9951], [-6.4491, 2.5809, -0.1081], [-5.5264, 2.6594, -1.1808], [-4.9495, 2.0864, 1.3601], [-6.6017, 1.6335, 1.8339], [-5.7109, 0.6886, 0.6184], [-6.6201, 3.5955, 0.2594], [-7.4004, 2.1846, -0.4841], [-5.3803, 1.7512, -1.5092], [4.3521, 0.4755, 2.8011], [3.0994, 0.0761, 2.0432], [3.1767, -1.2798, 1.6253], [5.2364, 0.3389, 2.1751], [4.3026, 1.5201, 3.1180], [4.4845, -0.1534, 3.6857], [2.9808, 0.6906, 1.1503], [2.2101, 0.2036, 2.6706], [3.2711, -1.8234, 2.4166], [1.1673, -1.7364, 6.0940], [1.5466, -2.8782, 5.1708], [2.9013, -2.7497, 4.7417], [1.2978, -0.7778, 5.5887], [0.1290, -1.8243, 6.4190], [1.8112, -1.7237, 6.9781], [0.9168, -2.8746, 4.2813], [1.4255, -3.8420, 5.6759], [3.4578, -2.7625, 5.5246]],
  "total_charge": -1
}

***

| no. | highest occupied orbital energy (eV) | gap between HOMO and LUMO (Ha) | energy (eV) |
| --- | --- | --- | --- |
| 1 | -11.45 | 0.32987 | -175892.9672 |
| 2 | -1.44 | 0.13388 | -26442.2594 |